A structure of composition C4H7N2P, computed with ωB97M-V/def2-TZVPD.

```
14
Properties=species:S:1:pos:R:3:forces:R:3
C 2.307868 0.476286 -0.016598 1.6688 -1.8379 -1.2705
C 1.845653 -0.843151 0.075749 1.7803 -0.2615 0.6087
C 1.157697 1.246377 -0.113187 0.8590 -0.3236 0.9798
C -2.413599 -0.158541 0.419748 1.1472 -0.8327 0.8737
N 0.532067 -0.766224 0.068102 -1.9979 -2.6762 1.7727
N 0.108455 0.454867 0.012693 -0.2619 2.3828 0.6877
P -1.828240 0.267759 -1.107791 -2.6778 -0.1360 -0.6037
H 3.342427 0.721727 -0.300807 -0.6543 0.1375 0.7235
H 2.277226 -1.814361 0.323372 0.3180 0.5422 -0.5042
H 1.224572 2.314871 0.007179 -0.9637 0.1658 -0.5956
H -1.725516 -0.569511 1.312213 -1.6254 1.4760 -2.0470
H -3.470026 -0.168472 0.658190 0.0064 -0.2606 -0.1130
H -3.188467 0.334765 -1.797237 0.6189 -0.0291 0.8954
H -0.170118 -1.496391 0.458375 1.7826 1.6534 -1.4075
```
Positions in Å, forces in eV/Å.

Its max |F| is 3.78 eV Å⁻¹. The value obtained for the energy relative to the best compared isomer or geometry (same formula, charge and spin) is 76.52 kcal/mol. Its HOMO-LUMO gap is 8.49 eV. The HOMO energy is -8.0 eV.